(1)
29
Properties=species:S:1:pos:R:3:nbo_charge:R:1 method="wB97M-V/def2-TZVPD" total_energy_ev=-43046.068 de_lowest_kcal_mol=162.8 gap_ev=9.172
N -0.666 3.165 0.776 -0.65
H -0.249 3.088 -0.148 0.38
N -1.262 1.805 0.890 -0.39
C -1.360 1.036 -0.039 0.60
O -1.256 1.510 -1.208 -0.65
C -1.653 -0.246 0.494 -0.37
C -1.461 -1.432 -0.095 0.27
C -2.036 -2.560 0.316 -0.28
C -2.494 -2.224 1.550 -0.40
S -2.461 -0.591 1.970 0.49
H -2.789 -3.024 2.273 0.24
H -1.900 -3.564 -0.113 0.25
O -1.157 -1.434 -1.521 -0.53
C 0.430 -1.970 -1.598 -0.07
C 1.135 -0.698 -1.036 -0.06
C 1.688 0.322 -1.591 -0.11
C 2.140 1.450 -0.967 -0.25
C 2.471 1.409 0.354 -0.12
C 1.982 0.208 0.920 -0.18
C 1.514 -0.832 0.485 -0.20
H 1.107 -1.535 0.957 0.20
H 2.413 0.259 2.154 0.17
Cl 3.272 2.653 0.985 0.12
H 2.677 2.170 -1.601 0.23
H 1.379 0.336 -3.061 0.17
H 0.566 -2.055 -2.651 0.22
H 0.480 -2.726 -0.939 0.18
H -1.166 1.580 1.811 0.39
H -1.346 3.899 0.635 0.36



(2)
17
Properties=species:S:1:pos:R:3:nbo_charge:R:1 method="wB97M-V/def2-TZVPD" total_energy_ev=-8426.609 de_lowest_kcal_mol=106.8 gap_ev="8.671 / 8.173"
C -1.428 0.372 1.503 -0.62
C -0.336 0.072 0.473 0.21
C 0.062 1.044 -0.652 -0.14
C -0.314 -0.029 -1.552 -0.04
C 1.058 -0.375 -1.934 -0.37
C 0.897 -0.561 1.115 -0.63
O -0.924 -0.811 -0.535 -0.52
H -1.747 -0.609 1.889 0.23
H -2.314 0.832 1.057 0.22
H -1.076 0.971 2.350 0.21
H 1.758 -0.347 0.486 0.21
H 0.205 2.119 -0.675 0.22
H -0.855 0.219 -2.464 0.20
H 1.955 -0.508 -1.364 0.19
H 1.184 -0.619 -2.987 0.19
H 0.785 -1.642 1.191 0.23
H 1.091 -0.129 2.098 0.21



(3)
13
Properties=species:S:1:pos:R:3:nbo_charge:R:1 method="wB97M-V/def2-TZVPD" total_energy_ev=-9265.923 de_lowest_kcal_mol=174.8 gap_ev="8.623 / 8.657"
C 0.250 -1.231 0.985 -0.13
C 0.673 -0.456 2.023 0.06
C 0.161 0.948 0.412 0.28
C -0.876 -0.537 -1.212 -0.38
N 0.353 2.438 -1.982 -0.30
N -0.205 -0.258 0.055 -0.40
O 0.677 0.827 1.602 -0.43
H 0.289 -2.253 0.975 0.23
H 1.063 -0.586 2.995 0.21
H -1.904 -0.270 -1.035 0.21
H -0.591 -0.094 -2.074 0.23
H -0.761 -1.647 -1.266 0.19
H 0.870 3.118 -1.478 0.23



(4)
58
Properties=species:S:1:pos:R:3:lowdin_spin:R:1 method="wB97M-V/def2-TZVPD" total_energy_ev=-148618.454 spin_multiplicity=3 s_squared=2.01 gap_ev="7.975 / 7.111"
Ni -0.854 -0.824 -0.104 1.57
Cl 0.009 -1.513 6.737 0.00
C -0.095 -1.829 5.048 0.00
C 0.083 -0.799 4.131 0.00
Cl 0.439 0.798 4.663 0.00
C -0.031 -1.063 2.778 0.00
Cl 0.233 0.180 1.594 0.04
C -0.386 -2.329 2.254 0.00
O -0.598 -2.528 1.002 0.04
C -0.472 -3.366 3.213 0.00
Cl -0.767 -4.955 2.620 0.00
C -0.357 -3.118 4.572 0.00
Cl -0.538 -4.407 5.696 0.00
C -3.734 2.220 -2.469 0.00
Si -2.376 0.908 -2.511 0.01
C -0.741 1.825 -2.710 0.00
C -2.592 -0.291 -3.965 0.00
N -2.305 0.083 -0.983 0.14
C -3.422 -0.395 -0.311 0.01
C -4.589 -0.838 -0.968 0.02
C -5.635 -1.407 -0.269 0.00
C -5.575 -1.561 1.112 0.02
C -4.460 -1.092 1.788 0.00
C -3.420 -0.493 1.098 0.02
H -3.893 2.646 -3.463 0.00
H -3.428 3.030 -1.803 0.00
H -4.689 1.838 -2.109 0.00
H -0.689 2.312 -3.687 0.00
H 0.120 1.160 -2.619 0.00
H -0.648 2.601 -1.947 0.00
H -2.996 0.230 -4.837 0.00
H -3.262 -1.118 -3.727 0.00
H -1.631 -0.722 -4.259 0.00
H -4.644 -0.757 -2.047 0.00
H -6.513 -1.746 -0.806 0.00
H -6.388 -2.026 1.652 0.00
H -4.411 -1.170 2.868 0.00
H -2.622 -0.026 1.661 0.00
C 1.340 -1.207 -3.164 0.01
P 0.688 -1.744 -1.534 0.05
C 0.023 -3.391 -1.963 0.00
C 2.258 -2.128 -0.677 0.01
C 2.490 -3.362 -0.076 0.00
C 3.720 -3.638 0.503 0.00
C 4.724 -2.682 0.504 0.00
C 4.484 -1.434 -0.053 0.00
C 3.258 -1.158 -0.636 0.00
H 1.829 -0.237 -3.091 0.00
H 0.514 -1.126 -3.872 0.00
H 2.062 -1.940 -3.520 0.00
H 0.781 -3.999 -2.454 0.00
H -0.831 -3.249 -2.627 0.00
H -0.330 -3.877 -1.054 0.00
H 1.705 -4.105 -0.034 0.00
H 3.893 -4.609 0.950 0.00
H 5.687 -2.905 0.944 0.00
H 5.258 -0.677 -0.037 0.00
H 3.079 -0.172 -1.052 0.00



(5)
91
Properties=species:S:1:pos:R:3:mulliken_charge:R:1 method="wB97M-V/def2-TZVPD" total_energy_ev=-104834.461 de_lowest_kcal_mol=359.5 gap_ev=1.535
Al 1.474 0.215 -0.411 0.98
B -3.420 0.624 1.174 -0.04
H -3.318 1.576 0.676 -0.01
H -3.262 -0.077 0.370 -0.05
H -2.705 0.655 1.982 -0.08
H -4.426 0.490 1.542 -0.09
B 5.485 -2.968 -0.539 -0.07
H 6.406 -3.529 -0.530 -0.11
H 4.615 -3.606 -0.525 -0.03
H 5.414 -2.375 0.360 -0.08
H 5.350 -2.354 -1.416 -0.10
B 1.820 5.678 -1.541 -0.07
H 1.292 5.549 -0.609 -0.03
H 1.578 4.804 -2.125 -0.08
H 1.551 6.572 -2.081 -0.08
H 2.867 5.700 -1.280 -0.05
C 5.915 5.199 -7.447 -0.61
C 6.900 4.461 -6.680 -0.53
C 6.522 2.919 -6.899 -0.74
S 4.718 2.804 -7.141 1.06
O 4.287 2.426 -5.809 -0.62
O 4.198 2.212 -8.392 -0.64
C 4.523 4.638 -7.283 -0.63
H 6.269 5.366 -8.464 0.32
H 5.917 6.197 -7.010 0.29
H 6.730 4.767 -5.648 0.30
H 7.922 4.665 -7.000 0.32
H 6.865 2.285 -6.081 0.41
H 7.019 2.576 -7.806 0.37
H 4.025 5.101 -6.430 0.36
H 3.912 4.710 -8.183 0.33
C -7.314 1.807 -6.191 -0.47
C -6.492 2.916 -6.971 -0.65
C -4.950 2.686 -6.853 -0.65
S -4.679 1.310 -5.671 1.07
O -3.627 1.619 -4.735 -0.63
O -4.573 0.073 -6.455 -0.64
C -6.437 1.412 -5.047 -0.78
H -7.515 0.911 -6.780 0.30
H -8.231 2.136 -5.702 0.30
H -6.745 3.900 -6.576 0.26
H -6.752 2.969 -8.028 0.35
H -4.202 3.432 -6.581 0.44
H -4.553 2.201 -7.745 0.28
H -6.411 2.154 -4.248 0.36
H -6.571 0.433 -4.588 0.45
C -5.630 -7.235 0.071 -0.66
C -5.539 -7.289 1.586 -0.60
C -4.425 -6.297 1.922 -0.78
S -3.075 -6.604 0.658 1.04
O -2.342 -7.825 1.062 -0.63
O -2.443 -5.292 0.305 -0.62
C -4.271 -7.232 -0.621 -0.54
H -6.200 -6.332 -0.147 0.33
H -6.117 -8.182 -0.159 0.30
H -5.214 -8.263 1.953 0.32
H -6.404 -6.981 2.173 0.34
H -3.969 -6.389 2.908 0.43
H -4.807 -5.280 1.838 0.36
H -3.853 -8.228 -0.770 0.42
H -4.500 -6.557 -1.445 0.31
C 5.516 -5.440 6.783 -0.71
C 5.044 -6.727 6.191 -0.49
C 4.299 -6.303 4.983 -0.71
S 3.219 -4.931 5.586 1.09
O 2.063 -5.481 6.210 -0.63
O 2.930 -3.812 4.662 -0.66
C 4.361 -4.492 6.925 -0.62
H 6.310 -4.998 6.180 0.33
H 5.961 -5.649 7.756 0.31
H 4.334 -7.105 6.927 0.30
H 5.929 -7.363 6.165 0.32
H 3.669 -7.092 4.573 0.40
H 4.947 -5.776 4.282 0.36
H 3.716 -4.570 7.800 0.34
H 4.610 -3.437 6.812 0.36
C -2.213 5.894 6.956 -0.60
C -0.823 6.608 6.936 -0.65
C 0.257 5.503 7.147 -0.71
S -0.402 3.942 6.368 1.02
O -0.512 2.954 7.467 -0.63
O 0.180 3.686 5.073 -0.60
C -2.096 4.664 6.026 -0.68
H -3.016 6.578 6.683 0.33
H -2.285 5.586 7.999 0.33
H -0.844 7.473 7.598 0.34
H -0.439 6.805 5.935 0.31
H 0.149 5.318 8.216 0.33
H 1.319 5.660 6.959 0.45
H -2.860 3.954 5.710 0.45
H -1.928 5.299 5.157 0.30